This record from the OMol25 dataset describes a gas-phase ion, C5H9N2 (charge +1) at a distorted geometry. The level of theory is wB97M-V/def2-TZVPD.

## Properties
**Energy above the lowest of the compared OMol25 structures with the same formula, charge and spin**: 4.274 eV
**M**: 97.14 g mol⁻¹
**Frontier orbital gap (spin up / spin down)**: 0.2823 / 0.2823 Ha
**Structure (SMILES)**: C=C/N=C(/C)[NH+]=C
**Total charge**: +1
**Energy**: -305.072951 Eh
**Max |F|**: 3.76 eV/A

Bonds (Å) are listed after each position.
Geometry (Å):
1 C 0.7213 1.6756 1.2092  C2 1.354, N6 1.329, H8 1.091
2 C 1.9216 1.0595 1.3249  C1 1.354, H9 1.048, H10 1.073
3 C 0.2622 -1.1508 -1.6177  N7 1.291, H11 1.102, H12 1.100
4 C -0.7443 0.2238 0.2471  C5 1.377, N6 1.241, N7 1.498
5 C -1.9220 -0.4678 0.0729  C4 1.377, H13 1.037, H14 1.084, H15 1.070
6 N -0.4706 1.1023 1.0797  C1 1.329, C4 1.241
7 N 0.2581 -0.1521 -0.8004  C3 1.291, C4 1.498, H16 1.034
8 H 0.5286 2.7455 1.2950  C1 1.091
9 H 2.6933 1.6898 1.6487  C2 1.048
10 H 2.3323 0.0978 1.0858  C2 1.073
11 H -0.6808 -1.7213 -1.6375  C3 1.102
12 H 0.9741 -1.3176 -2.4397  C3 1.100
13 H -2.4588 -0.0047 -0.6845  C5 1.037
14 H -2.5526 -0.4801 0.9543  C5 1.084
15 H -1.6521 -1.4922 -0.0789  C5 1.070
16 H 1.0300 0.5350 -0.7845  N7 1.034